No. 1
C5H8O | wB97M-V/def2-TZVPD

```
! wB97M-V def2-TZVPD RIJCOSX def2/J DEFGRID3
* xyz 0 1
C -0.098 -0.703 -1.648
C 0.116 -0.344 -0.214
C 0.989 0.805 0.331
C 0.205 0.190 1.468
C -1.119 0.268 0.786
O 0.556 -1.282 0.728
H 0.826 -1.048 -2.124
H -0.460 0.183 -2.179
H -0.848 -1.495 -1.712
H 2.066 0.637 0.386
H 0.729 1.814 -0.003
H 0.446 0.075 2.513
H -1.932 -0.345 1.214
H -1.485 1.249 0.439
*
```

HOMO energy   -9.154 eV
Electronic energy   -7358.752 eV
ΔE to the lowest compared entry with this formula, charge and spin   338.01 kJ/mol

---

No. 2
C5H8O | wB97M-V/def2-TZVPD

```
! wB97M-V def2-TZVPD RIJCOSX def2/J DEFGRID3
* xyz 0 1
C 1.292 0.897 -0.723
C 1.156 -0.523 -1.183
C 0.533 -0.092 0.117
C -0.951 0.042 0.210
C -1.705 -0.402 1.384
O -1.450 0.976 1.158
H 0.720 1.663 -1.239
H 2.258 1.230 -0.354
H 2.028 -1.169 -1.148
H 0.487 -0.720 -2.018
H 1.019 -0.421 1.033
H -1.474 0.070 -0.751
H -2.746 -0.712 1.288
H -1.167 -0.838 2.227
*
```

HOMO energy   -10.067 eV
SMILES   C1CC1[C@H]1CO1
Electronic energy   -7360.079 eV
ΔE to the lowest compared entry with this formula, charge and spin   209.95 kJ/mol

---

No. 3
C5H8O | wB97M-V/def2-TZVPD

```
! wB97M-V def2-TZVPD RIJCOSX def2/J DEFGRID3
* xyz 0 1
C 1.102 0.422 -0.666
C 0.296 0.957 0.531
C -1.132 0.453 0.251
C -0.791 -0.987 -0.254
C 0.714 -0.864 0.091
O 0.756 -0.085 1.370
H 0.666 0.646 -1.650
H 2.174 0.611 -0.655
H 0.452 1.946 0.946
H -1.687 0.407 1.190
H -1.648 1.080 -0.471
H -1.299 -1.796 0.275
H -1.034 -1.094 -1.326
H 1.407 -1.567 0.506
*
```

HOMO energy   -9.604 eV
Electronic energy   -7360.053 eV
ΔE to the lowest compared entry with this formula, charge and spin   212.49 kJ/mol

---

No. 4
C5H8O | wB97M-V/def2-TZVPD

```
! wB97M-V def2-TZVPD RIJCOSX def2/J DEFGRID3
* xyz 0 1
C 0.646 -0.502 1.464
C 0.993 0.499 0.364
C -0.076 1.527 0.156
O -0.508 1.960 -0.888
C -1.224 -0.524 -1.689
C -1.449 -1.694 -1.885
H 0.331 -0.009 2.392
H 1.517 -1.119 1.689
H -0.167 -1.154 1.135
H 1.280 0.023 -0.576
H 1.836 1.130 0.684
H -0.405 2.012 1.083
H -1.083 0.556 -1.764
H -1.690 -2.705 -2.167
*
```

HOMO energy   -10.091 eV
SMILES   CCC=O.C#C
Electronic energy   -7359.234 eV
ΔE to the lowest compared entry with this formula, charge and spin   291.51 kJ/mol

---

No. 5
C5H8O | wB97M-V/def2-TZVPD

```
! wB97M-V def2-TZVPD RIJCOSX def2/J DEFGRID3
* xyz 0 1
C -1.013 -1.100 -0.689
C 0.171 -0.715 0.178
C 1.466 0.656 0.772
C 0.283 1.316 -0.595
O -0.594 1.396 0.523
C 0.094 0.349 1.221
H -1.789 -0.333 -0.672
H -1.448 -2.021 -0.264
H -0.748 -1.330 -1.726
H 0.881 -1.518 0.287
H 2.244 -0.093 1.011
H -0.280 1.060 -1.530
H 0.937 2.146 -0.767
H -0.203 0.187 2.252
*
```

HOMO energy (spin up / spin down)   -7.713 / -7.711 eV
Electronic energy   -7354.742 eV
ΔE to the lowest compared entry with this formula, charge and spin   724.91 kJ/mol

---

No. 6
C5H8O | wB97M-V/def2-TZVPD

```
! wB97M-V def2-TZVPD RIJCOSX def2/J DEFGRID3
* xyz 0 1
C -1.138 -1.039 -0.277
C -0.021 -0.083 0.024
C 0.341 1.156 -0.770
C -0.088 1.283 0.659
C 1.141 -0.915 0.476
O 1.159 -1.906 1.168
H -1.851 -0.685 -1.022
H -0.593 -1.927 -0.673
H -1.659 -1.386 0.620
H 1.391 1.329 -1.012
H -0.340 1.507 -1.544
H -1.066 1.700 0.881
H 0.675 1.499 1.404
H 2.089 -0.541 0.085
*
```

HOMO energy   -9.745 eV
SMILES   CC1(C=O)CC1
Electronic energy   -7360.810 eV
ΔE to the lowest compared entry with this formula, charge and spin   139.46 kJ/mol

---

No. 7
C5H8O | wB97M-V/def2-TZVPD

```
! wB97M-V def2-TZVPD RIJCOSX def2/J DEFGRID3
* xyz 0 1
C 1.457 -0.827 1.911
O 1.686 -1.139 0.559
C 0.550 -0.913 -0.248
C 0.111 0.494 -0.324
C -1.027 0.949 -0.910
C -1.660 1.871 -1.695
H 0.683 -1.481 2.349
H 2.396 -0.985 2.447
H 1.139 0.218 2.028
H 0.833 -1.269 -1.249
H -0.282 -1.559 0.103
H -2.720 2.039 -1.508
H -1.241 2.297 -2.596
H -1.925 0.305 -0.865
*
```

HOMO energy (spin up / spin down)   -8.409 / -8.059 eV
Electronic energy   -7356.536 eV
ΔE to the lowest compared entry with this formula, charge and spin   551.86 kJ/mol

---

No. 8
C5H8O | wB97M-V/def2-TZVPD

```
! wB97M-V def2-TZVPD RIJCOSX def2/J DEFGRID3
* xyz 0 1
C 0.778 -1.829 0.192
C 0.400 -0.475 -0.215
C 0.437 0.421 -1.179
C 0.300 0.911 0.252
C -1.145 1.244 0.618
O -1.862 0.511 -0.331
H 0.341 -2.136 1.144
H 0.537 -2.553 -0.589
H 1.867 -1.793 0.310
H -1.138 0.592 -1.189
H 1.018 0.540 -2.071
H 1.138 1.337 0.803
H -1.409 2.312 0.586
H -1.264 0.917 1.668
*
```

HOMO energy   -9.396 eV
SMILES   CC1=C[C@H]1CO
Electronic energy   -7358.281 eV
ΔE to the lowest compared entry with this formula, charge and spin   383.44 kJ/mol

---

No. 9
C5H8O | wB97M-V/def2-TZVPD

```
! wB97M-V def2-TZVPD RIJCOSX def2/J DEFGRID3
* xyz 0 1
C -1.174 -0.631 -0.759
C 0.084 -0.183 -0.034
C 0.879 0.901 -0.781
C 1.119 -1.261 0.379
O 1.066 -0.877 1.654
C -0.030 0.060 1.479
H -0.951 -0.885 -1.800
H -1.924 0.170 -0.761
H -1.625 -1.513 -0.287
H 0.606 0.926 -1.840
H 0.720 1.897 -0.355
H 1.956 0.682 -0.734
H 0.202 1.054 1.878
H -0.926 -0.341 1.962
*
```

HOMO energy   -8.574 eV
Electronic energy   -7358.738 eV
ΔE to the lowest compared entry with this formula, charge and spin   339.33 kJ/mol

---

No. 10
C5H8O | wB97M-V/def2-TZVPD

```
! wB97M-V def2-TZVPD RIJCOSX def2/J DEFGRID3
* xyz 0 1
C -2.037 1.190 -0.291
C -1.446 -0.179 -0.445
C -0.102 -0.461 -0.573
C 1.162 -0.306 -0.862
C 2.281 -0.566 0.070
O 1.964 -0.939 1.413
H -2.779 1.329 -1.087
H -2.569 1.319 0.659
H -1.275 1.966 -0.383
H -0.429 -1.091 0.370
H -2.147 -1.015 -0.438
H 2.937 0.321 0.057
H 2.884 -1.393 -0.325
H 1.554 -0.174 1.835
*
```

HOMO energy (spin up / spin down)   -7.799 / -7.798 eV
Electronic energy   -7356.885 eV
ΔE to the lowest compared entry with this formula, charge and spin   518.18 kJ/mol

---

No. 11
C5H8O | wB97M-V/def2-TZVPD

```
! wB97M-V def2-TZVPD RIJCOSX def2/J DEFGRID3
* xyz 0 1
C 1.638 0.225 0.356
C 0.862 -0.054 -0.904
C 0.255 -1.206 -1.178
C -1.758 0.068 0.611
O -1.235 0.040 1.750
C -1.566 1.430 0.528
H 1.176 -0.273 1.216
H 1.670 1.299 0.567
H 2.669 -0.136 0.263
H 0.784 0.765 -1.619
H 0.285 -2.041 -0.479
H -0.307 -1.352 -2.098
H -2.098 -0.786 0.021
H -2.375 2.020 0.967
*
```

HOMO energy   -9.104 eV
Electronic energy   -7356.880 eV
ΔE to the lowest compared entry with this formula, charge and spin   518.61 kJ/mol

---

No. 12
C5H8O | wB97M-V/def2-TZVPD

```
! wB97M-V def2-TZVPD RIJCOSX def2/J DEFGRID3
* xyz 0 1
C 2.173 1.079 0.554
O 0.942 1.706 0.293
C 0.066 0.941 -0.499
C -0.356 -0.418 -0.022
C -1.520 -0.995 -0.045
C -2.512 -1.812 0.152
H 2.674 0.753 -0.372
H 2.819 1.800 1.066
H 2.026 0.208 1.201
H -0.794 1.587 -0.672
H 0.541 0.685 -1.455
H -2.920 -2.506 -0.564
H -2.923 -1.702 1.143
H -0.216 -1.326 -0.779
*
```

HOMO energy   -8.401 eV
SMILES   C=C=CCOC
Electronic energy   -7357.604 eV
ΔE to the lowest compared entry with this formula, charge and spin   448.81 kJ/mol

---

No. 13
C5H8O | wB97M-V/def2-TZVPD

```
! wB97M-V def2-TZVPD RIJCOSX def2/J DEFGRID3
* xyz 0 1
C -0.619 1.265 0.132
C -1.262 0.054 0.688
C -0.698 -1.153 -0.003
C 0.568 -0.905 -0.834
O 1.444 -0.020 -0.142
C 0.760 0.856 0.721
H -0.506 1.343 -0.956
H -0.997 2.209 0.533
H 0.581 0.368 1.701
H -1.533 -1.477 -0.645
H -0.563 -1.966 0.721
H 0.305 -0.472 -1.810
H 1.129 -1.825 -1.025
H 1.391 1.723 0.918
*
```

HOMO energy   -8.329 eV
Electronic energy   -7358.013 eV
ΔE to the lowest compared entry with this formula, charge and spin   409.29 kJ/mol

---

No. 14
C5H8O | wB97M-V/def2-TZVPD

```
! wB97M-V def2-TZVPD RIJCOSX def2/J DEFGRID3
* xyz 0 1
C 2.300 -1.039 -0.237
C 1.382 -0.339 0.338
C -1.330 0.334 1.057
C -1.316 0.805 -0.367
C -0.543 -0.453 -0.057
O -0.900 -1.741 -0.454
H 3.353 -0.964 0.099
H 2.081 -1.834 -0.869
H 1.379 0.440 1.114
H -0.613 0.824 1.762
H -2.290 0.113 1.498
H -2.253 0.808 -0.774
H -0.784 1.747 -0.689
H -1.444 -1.715 -1.233
*
```

HOMO energy   -9.041 eV
Electronic energy   -7358.128 eV
ΔE to the lowest compared entry with this formula, charge and spin   398.25 kJ/mol

---

No. 15
C5H8O | wB97M-V/def2-TZVPD

```
! wB97M-V def2-TZVPD RIJCOSX def2/J DEFGRID3
* xyz 0 1
C 0.019 -0.910 1.204
C 0.931 0.198 0.806
C 1.253 0.192 -0.503
O 0.418 -0.481 -1.364
C -0.891 -0.440 -0.941
C -1.120 -0.405 0.387
H 0.383 -1.877 0.815
H -0.168 -1.016 2.272
H 1.173 0.990 1.503
H 2.137 0.599 -0.974
H 0.067 1.900 -1.139
H -1.614 -0.509 -1.741
H -0.641 1.698 -1.278
H -1.972 0.062 0.861
*
```

HOMO energy   -8.560 eV
SMILES   C1=COC=CC1.[H][H]
Electronic energy   -7358.543 eV
ΔE to the lowest compared entry with this formula, charge and spin   358.17 kJ/mol

---

No. 16
C5H8O | wB97M-V/def2-TZVPD

```
! wB97M-V def2-TZVPD RIJCOSX def2/J DEFGRID3
* xyz 0 1
C 1.099 0.303 -0.734
C 0.581 0.538 0.610
C -0.804 1.036 0.844
O -1.667 0.672 -0.105
C -0.777 -1.347 -0.650
C 0.516 -0.986 -0.222
H 0.517 0.727 -1.545
H 2.174 0.333 -0.859
H 1.282 0.705 1.435
H -0.520 2.128 0.839
H -1.095 0.839 1.899
H -1.248 -0.925 -1.523
H -1.174 -2.317 -0.318
H 1.116 -1.706 0.329
*
```

HOMO energy   -8.745 eV
Electronic energy   -7358.042 eV
ΔE to the lowest compared entry with this formula, charge and spin   406.55 kJ/mol

---

No. 17
C5H8O | wB97M-V/def2-TZVPD

```
! wB97M-V def2-TZVPD RIJCOSX def2/J DEFGRID3
* xyz 0 1
C -0.511 1.203 -1.073
C -0.153 0.930 0.356
C -0.642 -0.248 1.147
C 0.473 -1.565 0.324
O 0.280 -1.064 -0.959
C 0.608 0.271 -0.890
H -1.423 0.757 -1.450
H -0.261 2.181 -1.460
H 0.350 1.740 0.898
H -1.649 -0.584 0.884
H -0.617 -0.019 2.235
H 0.347 -2.674 0.223
H 1.524 -1.389 0.637
H 1.674 0.462 -0.870
*
```

HOMO energy   -9.112 eV
Electronic energy   -7359.131 eV
ΔE to the lowest compared entry with this formula, charge and spin   301.41 kJ/mol